# 1
The following is a quantum chemistry calculation of a 12-piece molecular cluster, C42H114N18O18 overall at a distorted geometry, from the OMol25 dataset.

Geometry as XYZ:
```
192
Properties=species:S:1:pos:R:3
C -6.08 5.09 5.32
O -6.50 4.59 4.06
C -6.86 5.61 3.18
C -7.35 5.04 1.79
N -6.29 4.23 1.15
C -6.46 4.14 -0.26
C -5.31 3.42 -0.93
O -5.26 2.12 -0.40
C -3.89 1.67 -0.18
H -6.28 4.36 6.10
H -6.65 5.96 5.62
H -5.01 5.27 5.45
H -6.11 6.37 3.00
H -7.67 6.14 3.69
H -7.69 5.89 1.20
H -8.21 4.37 1.75
H -6.24 3.30 1.55
H -6.55 5.13 -0.72
H -7.35 3.62 -0.61
H -4.40 3.99 -0.74
H -5.36 3.43 -2.02
H -3.82 0.65 0.19
H -3.39 2.33 0.53
H -3.20 1.80 -1.02
C 0.06 0.67 -6.80
O 1.14 0.35 -5.97
C 1.01 0.88 -4.68
C 2.22 0.69 -3.95
N 3.38 1.20 -4.67
C 4.62 0.78 -4.05
C 5.81 1.22 -4.93
O 5.78 0.39 -6.08
C 6.93 0.67 -6.90
H -0.87 0.44 -6.28
H 0.13 -0.01 -7.65
H -0.08 1.70 -7.13
H 0.28 0.32 -4.10
H 0.80 1.94 -4.82
H 2.40 -0.38 -3.90
H 2.17 1.09 -2.94
H 3.28 0.77 -5.57
H 4.68 -0.31 -4.05
H 4.73 1.23 -3.07
H 6.69 1.10 -4.29
H 5.76 2.30 -5.08
H 6.96 1.67 -7.32
H 6.95 0.01 -7.77
H 7.95 0.70 -6.50
C -7.12 -9.12 -1.39
O -6.40 -8.23 -0.63
C -5.06 -8.46 -0.59
C -4.33 -7.47 0.43
N -3.92 -6.20 -0.14
C -3.66 -5.07 0.75
C -2.35 -5.33 1.54
O -2.17 -4.50 2.66
C -1.90 -3.18 2.24
H -7.02 -10.18 -1.16
H -7.10 -8.92 -2.46
H -8.14 -8.84 -1.14
H -4.63 -8.37 -1.59
H -4.93 -9.46 -0.18
H -3.48 -7.87 0.98
H -5.01 -7.27 1.27
H -4.47 -5.93 -0.94
H -4.48 -5.03 1.47
H -3.72 -4.15 0.17
H -1.63 -5.28 0.73
H -2.35 -6.35 1.93
H -1.56 -3.00 1.22
H -1.10 -2.77 2.85
H -2.78 -2.56 2.45
C 1.91 4.17 1.86
O 1.09 3.07 2.37
C 0.41 3.26 3.62
C -0.20 1.92 4.09
N -1.22 1.44 3.14
C -1.97 0.28 3.69
C -2.90 0.69 4.80
O -3.74 1.81 4.36
C -4.86 1.36 3.58
H 2.56 3.98 1.00
H 2.50 4.69 2.60
H 1.31 4.98 1.43
H -0.29 4.09 3.50
H 1.16 3.58 4.35
H -0.64 2.19 5.05
H 0.60 1.22 4.32
H -1.91 2.18 3.18
H -1.27 -0.48 4.04
H -2.58 -0.26 2.96
H -2.47 1.01 5.75
H -3.53 -0.14 5.14
H -5.55 0.70 4.11
H -4.56 0.81 2.69
H -5.43 2.25 3.32
C 5.79 8.03 -2.31
O 4.90 8.03 -3.44
C 5.21 6.99 -4.38
C 4.67 5.58 -4.06
N 3.54 5.51 -3.09
C 2.72 4.30 -3.18
C 1.49 4.56 -2.19
O 0.82 5.75 -2.62
C -0.46 5.95 -1.95
H 6.72 8.42 -2.73
H 5.98 7.11 -1.76
H 5.36 8.77 -1.64
H 6.27 6.87 -4.60
H 4.86 7.35 -5.35
H 5.43 5.01 -3.53
H 4.41 5.05 -4.98
H 3.01 6.36 -2.99
H 3.27 3.38 -2.95
H 2.38 4.17 -4.21
H 1.98 4.63 -1.22
H 0.79 3.73 -2.10
H -0.63 6.99 -2.21
H -0.25 5.96 -0.88
H -1.27 5.31 -2.28
C -1.41 -9.36 5.86
O -0.93 -9.20 4.52
C -0.55 -7.79 4.40
C 0.36 -7.65 3.18
N 0.90 -6.24 3.08
C 1.66 -6.10 1.82
C 2.48 -4.79 1.72
O 1.47 -3.71 1.63
C 1.87 -2.47 2.17
H -1.74 -10.39 5.96
H -2.11 -8.55 6.07
H -0.58 -9.24 6.56
H 0.03 -7.52 5.28
H -1.41 -7.15 4.25
H -0.36 -7.76 2.37
H 1.13 -8.39 2.97
H 0.15 -5.58 2.94
H 1.14 -6.37 0.90
H 2.47 -6.83 1.86
H 2.95 -4.76 0.74
H 3.18 -4.80 2.55
H 1.97 -2.60 3.25
H 1.12 -1.70 2.00
H 2.77 -2.06 1.72
C 0.34 0.67 -0.30
O 0.28 0.09 -1.36
N 1.20 1.56 0.05
N -0.47 0.38 0.67
H 1.99 1.80 -0.53
H 0.98 1.98 0.94
H -1.08 -0.40 0.47
H -0.44 0.87 1.55
C 4.84 3.03 -0.46
O 4.12 2.25 -1.04
N 5.85 2.65 0.23
N 4.74 4.33 -0.45
H 5.93 1.65 0.34
H 6.62 3.21 0.57
H 5.34 4.84 0.18
H 4.15 4.73 -1.17
C 1.26 -2.96 -1.80
O 2.33 -3.36 -1.64
N 0.42 -2.91 -0.85
N 0.77 -2.44 -2.95
H 0.76 -3.07 0.09
H -0.43 -2.41 -1.07
H -0.16 -2.05 -2.99
H 1.41 -2.49 -3.73
C 4.52 -1.11 -0.09
O 5.27 -0.45 0.62
N 3.64 -0.63 -0.89
N 4.36 -2.37 0.00
H 3.69 0.36 -1.10
H 2.93 -1.16 -1.37
H 3.63 -2.82 -0.52
H 5.07 -2.89 0.50
C 4.41 1.26 3.68
O 4.33 1.90 4.72
N 3.53 1.23 2.74
N 5.47 0.56 3.40
H 2.71 1.82 2.82
H 3.71 0.49 2.07
H 5.52 0.30 2.43
H 6.29 0.70 3.98
C -2.87 -1.87 -1.93
O -2.81 -1.83 -0.77
N -3.79 -2.52 -2.56
N -2.00 -1.33 -2.74
H -3.91 -2.51 -3.56
H -4.31 -3.06 -1.88
H -1.42 -0.61 -2.34
H -2.22 -1.41 -3.72
```

## Properties
ΔE to the lowest compared entry with this formula, charge and spin, kJ/mol: 565.4
HOMO energy, eV: -8.3
Gap between HOMO and LUMO, Ha: 0.3165
SMILES: COCCNCCOC.COCCNCCOC.COCCNCCOC.COCCNCCOC.COCCNCCOC.COCCNCCOC.NC(N)=O.NC(N)=O.NC(N)=O.NC(N)=O.NC(N)=O.NC(N)=O

---

# 2
The following is a quantum chemistry calculation of an isolated ion of composition C5H12NSi and charge +1 at a distorted geometry, from the OMol25 dataset.

Geometry as XYZ:
```
19
Properties=species:S:1:pos:R:3
C -2.77 1.05 -0.99
C -0.10 -1.63 -1.02
C 1.07 1.22 -0.73
C 1.65 -0.73 1.68
C -1.25 0.52 0.94
N -2.14 0.79 -0.07
Si 0.56 -0.32 0.23
H -3.13 1.23 -1.96
H 0.58 -2.23 -1.59
H -0.86 -2.28 -0.45
H -0.60 -1.15 -1.87
H 2.11 1.17 -0.94
H 0.82 1.19 -1.77
H 0.81 2.10 -0.23
H 2.11 0.20 1.89
H 1.08 -1.20 2.58
H 2.60 -1.25 1.33
H -0.97 1.47 1.32
H -1.58 -0.17 1.67
```

## Properties
Net charge: +1
ΔE to the lowest compared entry with this formula, charge and spin, kJ/mol: 92.2
HOMO energy, eV: -14.4
Gap between HOMO and LUMO, Ha: 0.3819
SMILES: C#[N+]C[Si](C)(C)C

---

# 3
The following is a quantum chemistry calculation of a 2-piece molecular cluster, H4NOPS2 overall at a distorted geometry, from the OMol25 dataset.

Geometry as XYZ:
```
9
Properties=species:S:1:pos:R:3
N -1.74 1.44 0.04
O -0.58 0.73 -2.03
P -0.98 0.20 -0.55
S -0.82 -1.71 -0.23
S 2.86 -0.78 1.09
H -2.21 1.42 0.90
H -1.00 1.64 -1.99
H 1.67 -0.93 1.70
H 2.79 -2.03 1.07
```

## Properties
ΔE to the lowest compared entry with this formula, charge and spin, kJ/mol: 190.2
HOMO energy, eV: -9.6
Gap between HOMO and LUMO, Ha: 0.3317

---

# 4
The following is a quantum chemistry calculation of CH2Na7O4 as an isolated structure at a distorted geometry, from the OMol25 dataset.

Geometry as XYZ:
```
14
Properties=species:S:1:pos:R:3
Na 3.07 -3.87 1.43
Na -0.89 -3.65 -0.66
Na -0.24 2.69 -2.65
Na -0.72 -1.07 -4.81
Na 1.80 4.71 1.26
Na 3.64 0.25 1.83
Na 0.24 -1.42 3.70
C 0.53 -0.13 -0.15
O 0.75 0.93 0.37
O -0.19 -0.35 -1.12
O 1.03 -1.02 0.46
O -3.38 0.95 -0.01
H -2.61 0.45 -0.30
H -3.03 1.54 0.66
```

## Properties
Net charge: +5
ΔE to the lowest compared entry with this formula, charge and spin, kJ/mol: 0.0
HOMO energy, eV: -20.3
Gap between HOMO and LUMO, Ha: 0.1786

---

# 5
The following is a quantum chemistry calculation of C22H14Cl2EuN4O3 as an isolated structure at a distorted geometry, from the OMol25 dataset.

Geometry as XYZ:
```
46
Properties=species:S:1:pos:R:3
Eu 1.55 0.01 -1.28
O 0.09 4.78 -0.89
C -0.88 4.45 0.05
C -2.00 5.26 0.21
C -2.97 4.87 1.11
C -2.89 3.58 1.68
C -1.76 2.77 1.52
C -0.72 3.18 0.70
C 0.44 2.34 0.32
O 0.52 2.06 -0.96
N 1.11 1.79 1.35
N 2.14 1.01 0.96
C 2.76 0.13 1.71
C 3.68 -0.83 1.09
C 4.38 -1.85 1.79
C 5.06 -2.82 1.10
C 4.98 -2.85 -0.30
C 4.33 -1.79 -0.93
N 3.70 -0.86 -0.24
H 0.02 5.75 -1.16
H -2.14 6.17 -0.42
H -3.84 5.47 1.41
H -3.66 3.13 2.32
H -1.69 1.80 2.06
H 2.58 0.16 2.83
H 4.49 -1.77 2.88
H 5.54 -3.60 1.65
H 5.35 -3.68 -0.90
H 4.28 -1.67 -2.01
Cl 0.64 -5.41 -0.41
C -0.53 -4.14 -0.61
C -1.84 -4.51 -0.44
C -2.85 -3.57 -0.67
Cl -4.43 -4.03 -0.27
C -2.59 -2.23 -1.11
C -3.64 -1.31 -1.36
C -3.32 0.02 -1.53
C -1.96 0.43 -1.62
N -0.96 -0.48 -1.53
C -1.24 -1.78 -1.18
C -0.16 -2.73 -0.89
O 1.05 -2.38 -1.02
H -2.14 -5.50 -0.08
H -4.67 -1.60 -1.50
H -4.10 0.77 -1.57
H -1.71 1.46 -1.84
```

## Properties
HOMO energy (spin up / spin down), eV: -6.7 / -6.8
Gap between HOMO and LUMO (spin up / spin down), Ha: 0.2259 / 0.2275
Multiplicity: 8

---

# 6
The following is a quantum chemistry calculation of C10H30OP2SSiV as an isolated structure at a distorted geometry, from the OMol25 dataset.

Geometry as XYZ:
```
46
Properties=species:S:1:pos:R:3
V -0.36 0.04 1.49
Si -2.34 0.48 0.12
P -0.51 -2.17 0.91
P 0.28 2.22 1.23
H 0.94 -0.21 0.81
C 0.92 -3.24 1.25
H 0.63 -4.29 1.11
H 1.27 -3.07 2.27
H 1.73 -2.98 0.55
C -1.04 -2.71 -0.76
H -1.15 -3.80 -0.77
H -0.27 -2.41 -1.48
H -1.99 -2.24 -1.05
C -1.81 -2.90 1.99
H -1.86 -3.98 1.81
H -2.78 -2.43 1.78
H -1.55 -2.71 3.04
C 2.00 2.61 1.64
H 2.12 3.70 1.65
H 2.64 2.15 0.87
H 2.25 2.17 2.62
C 0.04 3.09 -0.35
H 0.36 4.14 -0.23
H -1.01 3.04 -0.67
H 0.65 2.58 -1.11
C -0.69 3.22 2.42
H -0.31 4.26 2.37
H -0.55 2.82 3.43
H -1.76 3.19 2.16
C -2.48 0.65 -1.76
H -2.17 -0.26 -2.27
H -1.86 1.47 -2.13
H -3.52 0.86 -2.02
H -3.40 -0.53 0.39
H -2.96 1.77 0.56
C 1.54 -0.17 -2.17
O 0.59 0.31 -1.53
C 2.48 -1.18 -1.59
H 3.41 -1.11 -2.14
H 2.05 -2.17 -1.74
H 2.65 -1.02 -0.53
C 1.77 0.22 -3.62
H 2.77 0.65 -3.73
H 0.99 0.92 -3.97
H 1.75 -0.71 -4.23
S 0.53 -0.27 3.38
```

## Properties
HOMO energy (spin up / spin down), eV: -7.5 / -7.5
Gap between HOMO and LUMO (spin up / spin down), Ha: 0.2860 / 0.2893
Multiplicity: 2

---

Record-wise calculated total energy values, in Eh: -4008.3906, -541.6439, -1270.1234, -1474.4969, -2922.2473, -2788.5754